{"formula": "C28H30CrN3O5", "method": "ωB97M-V/def2-TZVPD", "orbital_gap_ev": [4.3867, 7.2254], "multiplicity": 5, "max_force_ev_per_a": 1.01, "homo_energy_ha": [-0.0592, -0.1637], "e_tot_ev": -72657.241, "de_lowest_kj_mol": 0.0, "total_charge": -1, "species": ["Cr", "C", "N", "C", "C", "C", "N", "C", "C", "C", "C", "C", "C", "C", "O", "C", "C", "C", "N", "C", "C", "C", "C", "C", "C", "C", "O", "H", "H", "H", "H", "H", "H", "H", "H", "H", "H", "H", "H", "H", "H", "H", "H", "H", "H", "H", "H", "H", "H", "H", "H", "H", "O", "C", "C", "C", "C", "C", "C", "C", "O", "O", "H", "H", "H", "H", "H"], "positions_angstrom": [[-0.5083, -0.4844, -0.1320], [-0.1999, 2.5954, -0.9159], [-1.2530, 1.5924, -0.6824], [-2.0484, 1.4295, -1.9207], [-1.2413, 1.0316, -3.1518], [-0.7446, -0.4073, -3.1779], [0.1196, -0.7922, -2.0631], [1.1118, -1.5411, -2.3371], [1.9020, -2.3061, -1.4094], [3.0837, -2.8940, -1.8842], [3.8594, -3.7067, -1.0958], [3.4319, -3.9673, 0.2171], [2.2680, -3.4301, 0.7041], [1.4531, -2.5821, -0.0877], [0.3416, -2.1400, 0.3993], [-2.1742, 2.0866, 0.3721], [-1.5806, 2.2627, 1.7664], [-1.1447, 0.9309, 2.4352], [-1.4891, -0.1999, 1.6169], [-2.5688, -0.9328, 2.0145], [-3.3488, -1.7957, 1.2230], [-4.4490, -2.4999, 1.7863], [-5.2910, -3.2869, 1.0231], [-5.0685, -3.4094, -0.3478], [-3.9850, -2.7377, -0.9294], [-3.1187, -1.9459, -0.1862], [-2.1041, -1.3259, -0.8003], [-0.6341, 3.4967, -1.3690], [0.5759, 2.1990, -1.5634], [0.2725, 2.8677, 0.0225], [-2.5533, 2.3813, -2.1299], [-2.8066, 0.6717, -1.7281], [-0.4079, 1.7189, -3.3113], [-1.9065, 1.1434, -4.0093], [-0.2279, -0.5820, -4.1250], [-1.6118, -1.0656, -3.1387], [1.3838, -1.6548, -3.3896], [3.3863, -2.6866, -2.9074], [4.7717, -4.1450, -1.4790], [4.0272, -4.6080, 0.8589], [1.9319, -3.6344, 1.7136], [-3.0072, 1.3877, 0.4226], [-2.5676, 3.0594, 0.0432], [-2.3662, 2.7396, 2.3595], [-0.7462, 2.9679, 1.7455], [-1.6318, 0.8508, 3.4109], [-0.0720, 0.9526, 2.6067], [-2.8882, -0.8193, 3.0520], [-4.6301, -2.3892, 2.8528], [-6.1208, -3.8060, 1.4900], [-5.7212, -4.0221, -0.9612], [-3.7879, -2.8227, -1.9941], [4.5496, 2.3694, -0.8015], [4.1219, 2.5655, 0.4518], [4.8135, 3.4743, 1.2574], [4.4227, 3.6837, 2.5650], [3.3367, 2.9950, 3.1011], [2.6398, 2.1076, 2.2989], [3.0055, 1.8829, 0.9749], [2.1758, 0.9946, 0.0886], [2.5257, 0.8768, -1.1034], [1.1306, 0.4882, 0.6166], [3.9003, 1.7105, -1.1819], [5.6616, 3.9997, 0.8320], [4.9677, 4.3939, 3.1754], [3.0407, 3.1533, 4.1305], [1.7922, 1.5596, 2.6865]], "mulliken_spin": [3.0312, 0.0223, -0.0632, -0.0036, 0.0120, 0.0180, -0.0487, 0.0072, 0.0158, 0.0002, 0.0050, 0.0012, 0.0039, 0.0000, -0.0203, 0.0403, 0.0388, -0.0708, 0.2295, 0.4264, -0.1202, 0.2030, -0.1382, 0.2561, -0.0811, 0.1712, 0.0247, 0.0008, -0.0040, -0.0002, 0.0000, -0.0007, -0.0007, -0.0004, 0.0004, -0.0049, -0.0010, -0.0001, 0.0008, 0.0001, 0.0010, -0.0248, -0.0015, 0.0194, -0.0209, 0.0079, 0.0225, 0.0368, 0.0097, -0.0072, 0.0272, -0.0101, 0.0002, -0.0008, -0.0004, 0.0005, 0.0002, 0.0059, -0.0031, 0.0024, 0.0046, -0.0241, 0.0001, 0.0000, 0.0001, 0.0002, 0.0035]}